{
  "formula": "C4H10NOS2",
  "method": "wB97M-V/def2-TZVPD",
  "homo_ev": -3.78,
  "lumo_ev": 3.53,
  "orbital_gap_ev": 7.31,
  "total_charge": -1,
  "species": ["C", "C", "C", "C", "N", "O", "S", "S", "H", "H", "H", "H", "H", "H", "H", "H", "H", "H"],
  "coordinates": [[1.868, 1.188, -0.313], [0.621, 0.985, 0.570], [-0.534, 0.677, -0.336], [-2.058, 0.465, 0.369], [-2.729, -0.579, 0.068], [-3.853, -0.865, 0.482], [-0.268, -0.952, -1.261], [2.089, -2.432, 0.472], [1.711, 1.152, -1.400], [2.510, 0.341, -0.125], [2.448, 2.183, -0.083], [0.293, 1.846, 1.060], [0.617, 0.132, 1.365], [-0.821, 1.279, -1.181], [-2.252, 1.286, 1.010], [-2.236, -1.316, -0.643], [1.029, -1.747, -0.272], [1.564, -3.644, 0.219]]
}



{
  "formula": "C4H10NOSe",
  "method": "wB97M-V/def2-TZVPD",
  "homo_ev": -13.29,
  "lumo_ev": -4.03,
  "orbital_gap_ev": 9.26,
  "total_charge": 1,
  "species": ["C", "C", "C", "C", "N", "O", "Se", "H", "H", "H", "H", "H", "H", "H", "H", "H", "H"],
  "coordinates": [[0.543, 0.798, 0.471], [-2.518, 0.378, 0.779], [-0.358, -1.345, -0.475], [1.334, -0.427, -0.021], [2.145, -0.186, -1.100], [1.090, 2.006, 0.329], [-1.198, 0.397, -0.643], [0.181, 0.680, 1.498], [-3.507, 0.396, 0.325], [-2.396, -0.521, 1.380], [-2.383, 1.274, 1.385], [-0.723, -1.922, 0.362], [-0.296, -1.901, -1.402], [1.834, -0.982, 0.768], [1.729, 2.048, -0.405], [1.715, 0.220, -1.922], [2.809, -0.912, -1.327]]
}



{
  "formula": "C4H10NP",
  "method": "wB97M-V/def2-TZVPD",
  "homo_ev": [-7.24, -7.25],
  "lumo_ev": [-0.31, -0.32],
  "orbital_gap_ev": [6.93, 6.93],
  "species": ["C", "C", "C", "C", "N", "P", "H", "H", "H", "H", "H", "H", "H", "H", "H", "H"],
  "coordinates": [[-1.521, -1.732, 0.138], [-0.768, 1.966, -0.415], [-0.655, -0.662, -0.286], [-1.223, 0.787, 0.096], [3.330, 0.524, 0.335], [3.318, -1.087, -0.010], [-2.332, -1.805, -0.571], [-2.025, -1.522, 1.134], [-1.108, -2.689, 0.175], [3.721, 0.836, 1.244], [0.093, 1.985, -1.067], [-1.450, 2.762, -0.049], [-0.441, -0.501, -1.317], [0.380, -0.767, 0.147], [-2.135, 0.760, 0.695], [2.815, 1.145, -0.249]]
}



{
  "formula": "C4H10NP",
  "method": "wB97M-V/def2-TZVPD",
  "homo_ev": [-8.34, -8.33],
  "lumo_ev": [-0.75, -0.72],
  "orbital_gap_ev": [7.59, 7.61],
  "species": ["C", "C", "C", "C", "N", "P", "H", "H", "H", "H", "H", "H", "H", "H", "H", "H"],
  "coordinates": [[-1.439, -0.311, -0.191], [-0.265, -0.232, 0.524], [-2.362, -1.466, -0.098], [0.488, 1.852, -0.322], [0.624, 0.733, 0.553], [3.610, -0.699, -0.205], [-1.745, 0.498, -0.838], [-0.034, -1.057, 1.193], [-1.977, -2.216, 0.587], [-3.351, -1.144, 0.234], [-2.496, -1.921, -1.083], [0.354, 1.556, -1.370], [-0.376, 2.467, -0.041], [1.387, 2.462, -0.234], [4.118, 0.546, 0.160], [3.464, -1.068, 1.129]]
}



{
  "formula": "C4H10NP",
  "method": "wB97M-V/def2-TZVPD",
  "homo_ev": [-8.14, -8.01],
  "lumo_ev": [0.11, -0.16],
  "orbital_gap_ev": [8.25, 7.85],
  "species": ["C", "C", "C", "C", "N", "P", "H", "H", "H", "H", "H", "H", "H", "H", "H", "H"],
  "coordinates": [[1.124, -0.403, 0.054], [0.445, 0.568, 0.555], [2.646, -0.421, 0.261], [-2.299, 1.297, -0.145], [-1.880, 0.100, 0.615], [-2.109, -1.350, -0.082], [0.483, -1.239, -0.220], [0.285, 1.556, 0.878], [2.979, -1.315, 0.973], [3.058, -0.362, -0.757], [3.039, 0.444, 0.715], [-1.769, 2.211, 0.375], [-1.935, 1.329, -1.290], [-3.466, 1.222, -0.130], [-1.013, -1.617, -0.773], [-1.491, -2.168, 0.903]]
}



{
  "formula": "C4H10NS",
  "method": "wB97M-V/def2-TZVPD",
  "homo_ev": -13.53,
  "lumo_ev": -3.23,
  "orbital_gap_ev": 10.30,
  "smiles": "CS[C@H]1[NH2+][C@@H]1C",
  "total_charge": 1,
  "species": ["C", "S", "C", "N", "C", "C", "H", "H", "H", "H", "H", "H", "H", "H", "H", "H"],
  "coordinates": [[-0.468, -2.777, 0.828], [0.335, -1.984, -0.586], [-0.013, -0.233, 0.030], [1.163, 0.602, 0.031], [0.172, 0.771, -1.013], [-0.683, 2.013, -0.933], [-0.083, -3.860, 0.904], [-1.468, -2.970, 0.724], [-0.317, -2.281, 1.696], [-0.652, 0.104, 0.807], [1.884, 0.089, -0.354], [1.433, 1.351, 0.710], [0.367, 0.527, -2.044], [-0.974, 2.227, 0.107], [-1.584, 1.789, -1.494], [-0.218, 2.917, -1.340]]
}



{
  "formula": "C4H10O",
  "method": "wB97M-V/def2-TZVPD",
  "homo_ev": -9.10,
  "lumo_ev": 0.97,
  "orbital_gap_ev": 10.06,
  "smiles": "C=CC.CO",
  "species": ["C", "C", "C", "H", "H", "H", "H", "H", "H", "C", "O", "H", "H", "H", "H"],
  "coordinates": [[0.876, -0.356, -0.609], [1.939, -0.178, 0.142], [2.119, 0.989, 1.012], [0.660, -1.255, -1.168], [0.380, 0.446, -1.191], [2.732, -1.040, 0.250], [1.861, 0.732, 2.016], [3.295, 1.023, 0.970], [1.530, 1.881, 0.694], [-2.523, -0.779, -0.448], [-2.094, 0.682, -0.395], [-3.166, -0.915, 0.477], [-3.098, -0.918, -1.438], [-1.644, -1.375, -0.357], [-2.868, 1.065, 0.045]]
}



{
  "formula": "C4H10O",
  "method": "wB97M-V/def2-TZVPD",
  "homo_ev": -9.05,
  "lumo_ev": 1.07,
  "orbital_gap_ev": 10.12,
  "species": ["C", "C", "C", "O", "C", "H", "H", "H", "H", "H", "H", "H", "H", "H", "H"],
  "coordinates": [[2.201, -0.304, -0.116], [0.854, -0.672, -0.726], [-0.269, -0.161, 0.168], [-1.430, -0.041, -0.484], [-2.400, 0.587, 0.222], [2.319, -0.770, 0.869], [3.033, -0.631, -0.746], [2.263, 0.780, 0.013], [0.819, -1.766, -0.895], [0.734, -0.219, -1.717], [-0.386, 1.369, 0.777], [-0.345, -0.620, 1.160], [-2.660, 0.095, 1.166], [-1.465, 1.634, 0.754], [-3.268, 0.718, -0.447]]
}



{
  "formula": "C4H10O",
  "method": "wB97M-V/def2-TZVPD",
  "homo_ev": -8.29,
  "lumo_ev": 1.15,
  "orbital_gap_ev": 9.43,
  "smiles": "C/C=C/OC.[H][H]",
  "species": ["C", "C", "C", "O", "C", "H", "H", "H", "H", "H", "H", "H", "H", "H", "H"],
  "coordinates": [[2.173, 0.389, 0.020], [0.777, 0.576, -0.476], [-0.239, 0.223, 0.284], [-1.477, 0.734, 0.076], [-2.468, 0.088, 0.829], [2.369, -0.554, 0.552], [2.922, 0.559, -0.753], [2.238, 1.186, 0.748], [0.620, 1.287, -1.284], [-0.099, -0.470, 1.125], [-3.422, 0.555, 0.577], [-2.499, -0.977, 0.581], [-2.262, 0.209, 1.898], [1.536, -1.597, -1.588], [0.827, -1.377, -1.506]]
}



{
  "formula": "C4H10O",
  "method": "wB97M-V/def2-TZVPD",
  "homo_ev": -8.98,
  "lumo_ev": 1.05,
  "orbital_gap_ev": 10.03,
  "smiles": "C/C=C/C.O",
  "species": ["C", "C", "C", "C", "H", "H", "H", "H", "H", "H", "H", "H", "O", "H", "H"],
  "coordinates": [[1.130, 1.865, -0.941], [1.116, 0.879, 0.181], [1.938, -0.138, 0.439], [1.730, -1.055, 1.604], [2.070, 1.964, -1.491], [0.923, 2.855, -0.504], [0.303, 1.691, -1.632], [0.316, 1.090, 0.891], [2.892, 0.004, -0.055], [2.684, -1.395, 2.021], [1.263, -1.980, 1.245], [1.099, -0.602, 2.365], [-5.578, -1.689, -1.679], [-5.707, -1.074, -0.944], [-6.178, -2.417, -1.500]]
}



{
  "formula": "C4H10O",
  "method": "wB97M-V/def2-TZVPD",
  "homo_ev": -9.06,
  "lumo_ev": 0.81,
  "orbital_gap_ev": 9.87,
  "smiles": "C=C(C)C.O",
  "species": ["C", "C", "C", "C", "H", "H", "H", "H", "H", "H", "H", "H", "O", "H", "H"],
  "coordinates": [[-0.383, 1.504, -0.301], [0.115, 0.405, -0.849], [1.402, 0.309, -1.635], [-0.503, -0.961, -0.605], [-1.306, 1.601, 0.282], [0.239, 2.397, -0.423], [1.728, 1.218, -2.168], [1.455, -0.545, -2.331], [2.096, 0.124, -0.797], [-0.879, -1.401, -1.544], [-1.340, -0.891, 0.110], [0.264, -1.633, -0.184], [-0.661, -0.519, 3.298], [-1.276, -1.186, 2.915], [-0.953, -0.421, 4.232]]
}



{
  "formula": "C4H10O",
  "method": "wB97M-V/def2-TZVPD",
  "homo_ev": -10.01,
  "lumo_ev": 1.03,
  "orbital_gap_ev": 11.04,
  "smiles": "CC[C@@H](C)O",
  "species": ["C", "C", "C", "C", "O", "H", "H", "H", "H", "H", "H", "H", "H", "H", "H"],
  "coordinates": [[-2.011, 0.228, -0.071], [-0.615, 0.121, 0.542], [0.582, -0.117, -0.361], [1.852, 0.633, -0.005], [0.905, -1.590, -0.005], [-2.117, -0.484, -0.898], [-2.292, 1.218, -0.456], [-2.757, -0.045, 0.684], [-0.442, 0.850, 1.349], [-0.386, -0.921, 0.897], [0.351, -0.078, -1.430], [1.857, 1.684, -0.323], [2.002, 0.613, 1.081], [2.688, 0.118, -0.480], [0.383, -2.228, -0.524]]
}



{
  "formula": "C4H10O2",
  "method": "wB97M-V/def2-TZVPD",
  "homo_ev": -8.04,
  "lumo_ev": 0.18,
  "orbital_gap_ev": 8.22,
  "smiles": "C=CC=C.O.O",
  "species": ["C", "C", "C", "C", "H", "H", "H", "H", "H", "H", "O", "H", "H", "O", "H", "H"],
  "coordinates": [[-1.101, -1.622, -1.976], [-1.065, -2.052, -0.701], [0.153, -2.372, 0.132], [0.064, -2.259, 1.506], [-0.151, -0.968, -2.322], [-1.861, -1.582, -2.733], [-2.143, -2.339, -0.250], [1.187, -2.638, -0.379], [0.632, -2.987, 1.951], [0.001, -1.371, 2.088], [1.930, 3.755, 1.627], [2.390, 4.404, 2.198], [2.179, 4.045, 0.774], [-0.620, 2.225, -0.768], [-0.449, 3.002, -0.268], [-0.570, 2.420, -1.702]]
}



{
  "formula": "C4H10O2",
  "method": "wB97M-V/def2-TZVPD",
  "homo_ev": -8.17,
  "lumo_ev": 0.75,
  "orbital_gap_ev": 8.92,
  "smiles": "C/C=C(/C)O.O",
  "species": ["C", "C", "C", "C", "O", "H", "H", "H", "H", "H", "H", "H", "H", "O", "H", "H"],
  "coordinates": [[-1.883, -1.390, -1.199], [-0.797, -0.658, -0.477], [-0.732, 0.678, -0.413], [0.433, 1.394, 0.126], [-1.870, 1.353, -0.809], [-1.522, -1.417, -2.236], [-2.845, -0.920, -0.932], [-2.140, -2.350, -0.735], [-0.007, -1.205, 0.025], [1.335, 0.780, 0.237], [0.242, 1.889, 1.068], [0.905, 2.182, -0.492], [-1.766, 2.310, -0.862], [3.223, -0.794, 2.368], [3.671, -1.603, 2.543], [3.753, -0.250, 1.788]]
}



{
  "formula": "C4H10O2",
  "method": "wB97M-V/def2-TZVPD",
  "homo_ev": -10.97,
  "lumo_ev": 0.49,
  "orbital_gap_ev": 11.46,
  "smiles": "O=CO.CCC",
  "species": ["O", "C", "O", "H", "H", "C", "C", "C", "H", "H", "H", "H", "H", "H", "H", "H"],
  "coordinates": [[0.503, -0.404, 3.032], [-0.348, 0.366, 2.732], [-1.154, 0.167, 1.676], [-0.508, 1.295, 3.298], [-1.608, 0.988, 1.413], [0.930, 0.865, -0.959], [-0.160, -0.072, -1.479], [-0.033, -1.510, -1.033], [1.875, 0.915, -1.494], [0.562, 1.898, -1.083], [1.058, 0.815, 0.122], [-1.107, 0.295, -1.082], [-0.152, 0.006, -2.568], [-0.622, -2.240, -1.579], [-0.243, -1.529, 0.038], [1.008, -1.856, -1.034]]
}



Table of max |F| (hartree/bohr), in record order: 0.110; 0.073; 0.098; 0.013; 0.079; 0.095; 0.063; 0.043; 0.017; 0.037; 0.028; 0.053; 0.082; 0.040; 0.032
Table of ΔE to the lowest compared entry with this formula, charge and spin (kJ/mol), in record order: 187.0; 0.0; 244.0; 284.2; 513.5; 194.9; 261.9; 389.5; 255.5; 108.9; 96.1; 126.0; 460.0; 153.8; 71.4